# 1
The following is a quantum chemistry calculation of an isolated molecule of C4H6O2S2, from the OMol25 dataset.

SMILES = CO[C@H]1SCSC1=O
Total energy = -1102.84175 hartree
Spin multiplicity = 1
E_HOMO = -9.39 eV
Molecular weight = 150.22 g/mol
Frontier orbital gap = 9.78 eV

Structure (XYZ):
```
14
Properties=species:S:1:pos:R:3:forces:R:3
O -1.25441 -1.23130 0.11698 0.5 -0.3 0.4
C -0.82066 0.08619 0.12118 0.1 -0.5 -0.2
H -1.69945 0.70025 0.09679 -0.7 0.3 0.0
C 0.82986 2.06483 0.69091 -0.5 0.6 -0.4
H 0.64917 -1.92573 0.72791 -1.0 -0.2 -0.4
H 0.31497 -2.19845 -0.97598 -0.8 0.0 0.3
H 0.16950 2.94750 0.86310 0.7 -0.6 -0.3
H -0.53222 -3.19392 0.28646 -0.2 0.7 -0.3
C -0.10326 0.40770 -1.20216 0.0 0.6 -0.3
S 0.14528 0.64436 1.58947 0.2 -0.3 -0.8
C -0.19010 -2.17990 0.01400 1.7 -0.2 0.6
H 1.83609 2.25910 1.02627 0.1 0.2 0.4
O -0.38646 -0.12599 -2.23570 0.1 -0.2 0.2
S 1.04171 1.74535 -1.11922 -0.2 0.0 0.9
```
Forces are in eV/Å.

=====

# 2
The following is a quantum chemistry calculation of a structure of composition C17H30Br4CaCl3F5ILiN2O17P2, from the OMol25 dataset.

Total energy = -15894.82538 hartree
Spin multiplicity = 1
E_HOMO = -5.55 eV
Molecular weight = 1291.26 g/mol
Frontier orbital gap = 1.31 eV

Structure (XYZ):
```
83
Properties=species:S:1:pos:R:3:forces:R:3
H -4.70275 2.50890 1.19070 0.0 -0.2 0.3
I -0.89781 -6.23647 0.33416 0.7 0.8 -0.4
C 1.73411 -2.50814 -1.53556 -1.2 -0.7 2.4
O -3.14376 -0.14027 0.70643 3.4 -0.2 -5.6
H -2.87143 -2.05485 -1.77452 1.2 0.2 1.4
O 1.93380 -0.34878 -2.73592 -1.4 1.5 0.6
F -1.92899 5.72449 4.58977 -0.7 -0.2 -0.3
H 0.33179 -1.76324 -5.80728 -0.9 0.1 -0.2
N 1.33564 -1.58266 -2.68895 -0.1 -1.1 -2.9
O -6.36952 -0.40258 1.42055 0.2 0.0 0.3
C 1.87454 2.44376 0.53529 -0.2 0.4 -0.6
O 3.28759 0.55257 0.59659 0.1 0.6 0.3
H 3.64578 -1.25233 -3.82346 -0.7 0.7 1.1
Br 2.05237 1.69130 4.42419 -0.3 -0.2 0.4
H -0.08941 -3.97704 -1.75077 0.9 1.3 0.8
H -3.07233 -2.64178 -4.14272 0.3 -0.5 0.1
C 4.05423 0.91234 -3.46091 0.0 -0.1 0.2
O 6.06001 -5.40342 -3.57408 -0.4 -0.1 -0.1
H -0.65975 -0.53854 -3.04005 1.4 -1.1 0.0
Cl 5.25248 -6.00399 -4.61240 0.9 0.0 0.0
H 3.29583 1.66588 -3.87600 0.9 -1.0 0.8
N 0.15553 -4.02023 -4.38296 0.3 3.5 2.8
O 4.17353 2.41738 1.40022 0.3 -0.4 -0.3
C -2.56340 -0.37499 -0.36572 -2.3 -0.3 3.8
H 1.60292 -1.95752 -3.63121 0.9 -0.6 1.0
H 4.64908 1.34621 -2.56796 -1.2 -0.6 -1.5
C 4.19734 3.84414 1.55361 -0.1 0.2 0.1
C 0.31008 -3.15412 -1.03149 0.2 -0.6 -2.8
F -1.81861 5.53718 2.42969 -0.6 -0.2 0.4
H 1.17654 2.25408 1.35436 0.1 0.0 0.0
H 3.83201 3.74007 3.66780 0.1 0.1 -0.1
H 2.37641 3.95592 2.71514 0.1 0.2 0.0
H -0.18077 -1.05664 -0.55137 -0.3 -0.8 -1.7
O -4.74051 -2.10978 1.32022 -0.2 0.1 0.4
C -0.60815 -1.85264 -1.27441 0.0 -0.9 1.2
H -5.29392 2.95937 4.17939 -0.2 1.0 -0.2
H 5.24646 4.12652 1.67158 -0.1 -0.3 -0.1
O -3.56335 3.69483 3.27770 0.2 0.8 0.7
Ca -0.67418 -5.12987 -5.84149 -0.8 -2.4 -2.3
C -2.64373 5.85825 3.44807 1.8 1.6 -0.4
O -4.99274 -0.82477 3.30021 0.4 0.8 0.7
Br -0.27829 3.59000 5.54687 0.3 -0.3 0.0
O 4.28697 -6.90726 -4.01136 -0.4 0.0 0.0
C -2.16768 -1.86665 -0.87353 -0.5 0.9 -0.9
C 1.10942 2.31162 5.99651 0.1 -0.1 0.1
C -3.89812 4.99258 3.47330 -1.5 -1.0 0.0
C 3.42650 4.24500 2.78894 -0.1 0.2 0.1
C 3.16965 1.73754 0.81856 -0.1 -0.5 0.0
P 0.26827 -4.05438 0.64425 1.2 0.4 2.0
O -2.37014 -3.31268 -3.95072 2.5 2.2 -1.1
C -5.38641 2.69941 2.02107 -0.4 0.3 -0.1
H -5.87737 3.65416 1.81796 0.0 0.0 0.2
F -2.23088 0.68231 -1.30844 -0.4 -2.2 1.5
Cl -8.65160 -3.17601 2.29153 -1.9 -0.7 -0.4
O -6.65292 -2.38727 2.68568 1.9 0.7 0.6
H -2.44533 -2.65569 -0.07802 0.5 1.6 -1.0
O -5.01895 5.38552 3.67065 1.2 0.0 0.0
Cl -5.68622 -1.43039 2.17512 -0.6 -0.6 -1.1
H 4.83322 0.68979 -4.27766 -1.3 0.0 1.4
O 1.87734 -4.54252 1.09058 -1.8 1.1 -1.2
H -4.16780 1.76662 3.52063 0.3 0.0 -0.3
F -2.90793 7.17056 3.31890 -0.4 -0.9 0.1
H 0.91054 -3.99005 -3.67467 -0.1 -0.6 -0.5
Li -5.52031 1.63686 5.28563 0.0 -0.9 -0.2
O -0.65450 -1.81073 -5.66934 0.0 -1.5 2.9
H 3.84501 4.34650 0.64916 -0.1 -0.1 0.0
C 3.37896 -0.48397 -3.00405 3.8 -0.2 -0.2
H 1.83341 2.83324 6.62144 -0.2 -0.1 -0.2
H 3.47695 5.32496 2.94958 0.0 -0.1 -0.1
H 1.97819 3.51699 0.38820 0.0 0.0 0.2
H 1.94215 -1.74399 -0.70364 0.6 -1.1 -1.3
H 2.43359 -3.73887 1.23293 -0.5 -0.7 -0.1
F 5.49225 -1.29882 -3.30010 0.1 0.0 0.0
H 3.93109 -0.83732 -2.05755 -1.2 0.4 -1.5
O 4.54657 -4.96518 -5.33983 -0.4 0.0 0.0
C -0.18306 -1.55483 -2.80118 -2.0 1.9 2.2
P -0.78804 -2.69308 -4.19434 0.0 -0.7 -0.6
H -6.14757 1.91586 2.04012 0.2 -0.1 -0.1
Br 3.18373 -3.83022 -1.88920 -1.3 1.4 -0.3
C -4.62805 2.74359 3.33159 0.1 -0.6 -0.7
Br 0.41554 0.83385 7.04487 0.1 0.3 -0.2
O 6.09988 -6.74081 -5.52382 -0.4 0.2 0.2
H 1.45896 2.04521 -0.39301 0.0 -0.2 0.2
```
Forces are in eV/Å.

=====

# 3
The following is a quantum chemistry calculation of the ion C6H12N with charge +1, from the OMol25 dataset.

Net charge = +1
Total energy = -290.22994 hartree
Spin multiplicity = 1
E_HOMO = -14.70 eV
Molecular weight = 98.17 g/mol
Frontier orbital gap = 8.59 eV

Structure (XYZ):
```
19
Properties=species:S:1:pos:R:3:forces:R:3
H -2.04266 -1.02201 -1.14647 0.0 0.0 0.0
C 0.88182 1.65542 -0.07164 0.5 0.9 0.5
H -1.25704 1.30793 1.64237 0.0 0.1 0.1
H -0.38255 -1.31015 -1.67259 0.1 -0.1 -0.1
H -2.53884 0.75546 0.56770 0.0 0.0 -0.1
H 0.60311 2.34664 0.72770 0.1 -0.1 0.0
C -0.60066 0.12102 -0.05522 -0.6 -0.6 0.2
C -1.59981 0.47544 1.03587 0.3 0.0 0.1
H -0.97048 -1.99587 -0.14793 0.0 0.0 0.0
H 2.32679 -0.81039 1.24682 0.0 0.0 0.1
H 2.77169 -0.44185 -0.38925 -0.1 0.1 0.0
C 0.87548 0.20736 0.29265 -1.6 1.5 -1.9
H -0.10197 1.13293 -1.86455 0.2 -0.2 0.0
C -1.01530 -1.12975 -0.80544 0.1 0.1 0.0
C 1.92363 -0.76414 0.22114 0.3 -0.4 0.0
H -1.77011 -0.38296 1.67882 0.0 -0.1 0.1
N -0.33785 1.36640 -0.90356 1.0 -1.1 0.9
H 1.58314 -1.76360 -0.04258 0.0 0.0 0.0
H 1.76419 2.03809 -0.58683 0.0 -0.1 0.0
```
Forces are in eV/Å.

=====

# 4
The following is a quantum chemistry calculation of a structure of composition C34H57AsClN4OPRuS4, from the OMol25 dataset.

Net charge = -1
Total energy = -6349.11868 hartree
Spin multiplicity = 6
E_HOMO (alpha / beta) = -3.55 / -3.96 eV
Molecular weight = 908.54 g/mol
Frontier orbital gap (alpha / beta) = 5.64 / 5.32 eV

Structure (XYZ):
```
104
Properties=species:S:1:pos:R:3:forces:R:3
C 2.57676 1.22048 -1.84648 -0.1 0.0 0.1
H 2.48444 2.53031 -0.09096 -0.1 0.0 -0.2
H 3.71866 0.82345 3.92614 0.0 -0.1 0.0
C -0.70066 3.53322 3.22334 0.0 0.0 -0.3
H 1.11045 0.79527 -6.04941 0.0 0.1 0.1
N 0.46436 0.49434 3.37894 0.5 0.2 -0.1
H -1.97130 -2.84839 0.95837 0.1 0.0 0.0
C 3.20483 2.21014 -2.83454 0.2 0.0 0.0
H 0.87987 -4.22971 3.85554 0.0 0.1 0.0
H 2.46998 2.86248 -3.29879 0.0 -0.1 0.0
H 3.91795 2.84978 -2.30048 -0.1 0.0 -0.1
C 3.74313 0.54969 -1.10325 0.0 -0.1 0.0
H 1.15073 2.77161 -1.23370 0.0 -0.1 0.0
H -3.57450 -1.76100 2.68217 0.0 0.1 0.2
H -1.15967 0.09331 -5.62532 0.0 0.1 0.1
S -4.59140 -3.25376 0.94127 0.0 0.3 -0.1
C 1.30146 -2.60082 0.93415 0.1 0.1 -0.1
H -0.66152 -1.41351 -4.27621 -0.1 0.0 0.1
C 0.00409 1.35737 -4.26850 0.0 0.1 0.2
H -0.84423 5.71064 3.03644 -0.1 0.0 0.0
H -2.25825 2.97509 0.72452 0.0 0.0 0.0
C 1.65695 -3.20720 2.12066 0.2 -0.1 0.0
C 0.58119 0.21543 -3.41968 0.1 0.2 -0.1
S -5.90727 -2.79887 -2.27335 0.1 0.5 0.2
P -0.76236 0.94449 2.36435 0.0 0.1 0.1
H -0.47161 -5.18665 -2.75640 0.0 0.2 0.0
S -2.55421 0.69775 -1.46129 0.2 0.0 0.1
C 2.01465 -4.19220 -2.25432 0.1 -0.1 0.1
C 0.13764 -1.11577 -3.61646 0.0 0.0 -0.1
C 0.65845 -3.71407 2.92831 0.1 -0.1 0.2
H -1.48177 -1.30108 3.76140 0.1 0.0 -0.1
H 0.17824 -0.25946 5.33403 -0.1 -0.1 0.0
C 0.97913 1.67888 -5.41460 0.0 0.0 -0.1
H 2.82995 -0.69027 4.20553 0.0 0.1 0.0
C -4.43464 0.14732 3.22167 0.2 -0.1 0.0
H 3.00332 -3.83041 -2.55674 -0.1 0.0 0.0
H -1.56472 5.28111 0.45292 0.1 0.0 0.1
H 2.04540 -3.42453 -4.92157 -0.1 0.0 0.0
Cl -1.91985 -4.20608 3.50406 0.0 0.0 -0.1
H 2.00514 -0.04589 2.00901 0.0 -0.1 0.0
H 1.16822 -4.95776 -4.68806 0.0 0.1 0.0
H -4.12828 -1.71127 4.35795 0.0 0.0 -0.1
C -0.64712 -3.57157 2.51503 -0.2 0.0 -0.2
C -2.28355 -0.60482 4.00088 -0.2 0.4 -0.2
H 2.70055 -3.30322 2.39387 0.0 0.0 0.0
H -1.73304 1.75892 -5.48084 0.0 -0.1 0.0
C 1.11647 -3.86934 -4.54931 0.0 -0.1 -0.1
S -2.77436 -1.34282 -1.59837 -0.6 -0.3 -0.3
C 0.95225 -2.01761 -2.90966 -0.2 -0.2 0.1
H 1.98609 -5.27604 -2.40784 0.0 0.1 0.0
H -0.64641 -3.86899 -1.58052 0.0 0.0 0.0
H 1.88611 -4.00336 -1.18381 0.0 0.0 -0.1
C -1.27261 4.81082 2.59017 0.1 0.0 -0.1
C 1.92081 1.01904 5.18924 0.1 -0.1 -0.1
C -0.45050 -4.09520 -2.62757 0.0 -0.1 -0.1
H 0.10848 4.89561 0.91539 -0.1 0.0 0.0
C 0.90726 -3.52730 -3.06753 -0.1 0.0 0.0
H -2.25498 -0.42345 5.07682 0.0 0.1 0.1
N -2.11045 0.69710 3.27631 -0.5 -0.5 0.0
H -3.31165 0.78635 1.48348 0.1 0.0 0.0
H 0.31152 3.70803 3.60408 0.0 0.0 0.0
C -0.30446 2.64110 -3.47654 0.1 0.1 0.0
H 0.28937 -3.48789 -5.15632 0.1 0.0 0.1
Ru -0.35890 -0.78236 -1.10956 -0.2 0.5 -0.4
C 1.70571 0.14501 -2.52454 -0.1 0.3 0.4
C 1.89884 -1.23309 -2.21953 0.2 -0.1 0.1
N 0.03850 -2.47957 0.52220 0.1 0.2 0.3
C -3.65350 -1.12335 3.56881 0.1 0.1 0.0
H 1.96380 1.97817 -5.05427 -0.1 0.0 -0.1
O -0.68648 0.29670 1.03709 0.4 -0.5 -0.1
H 3.74906 1.68203 -3.62662 -0.1 0.1 0.1
H -2.35705 4.84613 2.72567 0.0 0.0 0.0
C -1.18857 3.17080 0.85828 0.1 0.1 0.3
H 0.59999 3.19136 -3.20257 -0.1 -0.1 0.0
C -1.31471 0.91570 -4.91948 -0.2 -0.1 0.0
H -1.31225 3.17173 4.05585 0.0 0.0 -0.1
C -3.38677 1.03120 2.54964 0.1 -0.3 0.2
H -4.81355 0.62862 4.12859 0.0 0.0 0.0
H -0.23351 1.44203 5.16850 0.0 0.0 0.0
C 0.46893 0.67139 4.84746 0.1 0.0 -0.3
H -0.92058 3.31298 -4.08778 0.1 -0.1 0.1
C 1.84105 0.64879 2.82866 -0.4 -0.1 0.4
H -2.04542 0.60838 -4.16340 0.1 0.1 -0.1
H 2.05365 -2.19622 0.26647 0.0 0.0 0.1
C 1.79217 2.01704 -0.77793 0.2 0.2 -0.2
H -0.86179 2.40139 -2.56993 0.0 0.0 -0.1
H 0.57553 2.49183 -6.03307 0.0 -0.1 0.1
H 2.00481 1.66259 2.44513 -0.1 0.0 0.0
H -3.61023 2.09327 2.64092 0.0 0.1 0.1
H -0.67579 2.76591 -0.00864 0.0 0.0 0.0
H 4.33089 -0.08967 -1.76941 0.0 0.1 0.1
H 2.73080 -1.64134 -1.66467 -0.1 0.1 0.0
N -0.66548 2.56740 2.10891 -0.2 0.4 -0.1
C 2.72392 0.38930 4.04220 -0.1 0.0 0.1
H 1.16107 1.36623 -0.18200 -0.1 -0.2 0.2
H -5.27018 -0.05102 2.55108 0.0 0.0 0.0
H -1.26884 -3.66343 -3.21475 0.1 0.0 0.1
C -0.94466 4.65418 1.09670 0.0 0.0 0.1
H 2.06464 2.10264 5.19482 0.0 0.0 0.0
H 2.20390 0.63172 6.16984 0.0 0.1 0.0
H 3.38626 -0.05611 -0.26083 0.0 0.1 -0.1
H 4.40427 1.32343 -0.70025 0.0 -0.1 0.0
C -0.93890 -2.94597 1.30386 0.0 -0.1 -0.1
As -4.87914 -1.86464 -0.65908 0.1 -0.9 -0.2
```
Forces are in eV/Å.

=====

Question: What is the formula in the first record?
Answer: C4H6O2S2